An isolated ion of composition C6H10N5O and charge +1, computed with wB97M-V/def2-TZVPD.

Structure (XYZ):
```
22
Properties=species:S:1:pos:R:3:forces:R:3
C 0.191453 3.519624 -1.588464 -1.9010 -2.8519 -0.7816
C -0.826509 2.483810 -2.002079 1.9556 1.7275 0.8078
C -1.247005 1.174783 -1.083006 -0.0083 -2.0218 1.3608
N -2.429496 1.032300 -0.113241 5.7033 -3.3536 -2.8363
N -2.271964 -0.257814 0.408984 2.2302 1.7405 -2.3849
N -1.163561 -0.910629 -0.110085 -1.1464 0.1539 0.1501
N -0.673621 -2.198998 0.204242 2.6933 2.6353 0.0038
C 0.324211 -1.909497 1.143474 -0.3459 0.2236 1.6858
C 1.928960 -1.837108 0.799645 -0.2004 -0.7010 0.1197
C -0.257293 -1.584017 2.677458 0.5968 0.9143 -1.2090
N -0.481584 -0.134628 -1.034135 -4.9890 6.3859 0.4213
O 0.614291 -0.364042 -1.781317 0.4814 -0.9713 0.1258
H 1.228225 3.198802 -1.125071 -2.7267 0.7558 0.0138
H 0.017862 4.675287 -1.766196 0.5692 -2.7782 -0.5699
H -1.327396 2.601376 -3.076020 0.2128 0.0037 3.0851
H 2.188187 -2.517586 -0.138902 -0.6849 1.4470 2.0949
H 2.631314 -2.076175 1.730974 -1.7880 0.3932 -2.0305
H 2.187167 -0.713851 0.489154 -0.9974 -2.2280 0.6555
H -1.260557 -2.167873 2.840069 2.1761 1.0574 -0.4203
H -0.527372 -0.421592 2.648487 0.5809 -2.3502 0.1937
H 0.550435 -1.760838 3.509439 -1.6270 0.3167 -1.7557
H 0.604252 0.168666 -2.633410 -0.7847 -0.4988 1.2700
```
Positions in Å, forces in eV/Å.

Highest occupied orbital energy   -13.21 eV
SMILES string   C=Cc1nnn(N=C(C)C)[n+]1O
Net charge   +1
HOMO-LUMO gap   7.7907 eV



The molecule C6H10N6O, computed with wB97M-V/def2-TZVPD.

Structure (XYZ):
```
23
Properties=species:S:1:pos:R:3:forces:R:3
C -2.334996 -0.189762 0.119866 -2.3157 -0.5346 0.4833
C -0.541285 1.475375 -0.417826 -1.2951 -1.1155 1.6416
C 0.936025 1.167875 -0.153040 -1.0169 1.6334 -0.9620
C 0.470127 -0.269135 0.260363 -2.7158 1.5037 -0.8278
C 2.192487 -1.912645 -0.189641 -1.5740 1.7754 -0.3722
C 0.746705 -1.603926 -0.441011 -0.3646 2.1796 -1.5514
N -4.350204 -0.484325 -0.024295 -3.6062 -1.3561 0.1280
N -3.532019 0.464548 -0.197742 3.9043 -0.5717 0.1016
N -2.521308 -1.459214 0.551899 0.0358 1.3368 -1.2339
N -3.838038 -1.624987 0.398644 0.8123 0.5235 0.4215
N -1.105386 0.333613 -0.038154 5.3948 1.3685 -0.3283
N 1.458566 2.270201 0.720477 0.8503 -1.0803 -2.5398
O -1.157129 2.636812 -0.547962 4.7089 2.4434 -0.2699
H 1.516930 1.217713 -1.057777 0.3091 -0.1991 -0.4265
H 0.594423 -0.165787 1.323977 -0.3039 -1.3297 0.7243
H 2.231787 -2.912774 -0.233733 0.9751 -3.7463 -0.2558
H 2.452497 -1.596650 0.776528 0.8877 0.5164 1.2219
H 2.699550 -1.453011 -0.990303 1.3950 0.4661 -0.4801
H 0.048810 -2.282043 -0.032393 -0.6732 -0.9295 0.5892
H 0.577069 -1.627245 -1.595627 -0.0668 0.5942 2.0601
H 1.207597 2.215711 1.661228 -0.5381 -0.2026 1.7539
H -0.223845 3.372278 -0.518084 -3.9820 -2.9369 0.0098
H 2.471628 2.427370 0.624607 -0.8210 -0.3386 0.1126
```
Positions in Å, forces in eV/Å.

Highest occupied orbital energy (spin up / spin down)   -8.20 / -8.20 eV
Net charge   0
HOMO-LUMO gap (spin up / spin down)   7.9385 / 7.9391 eV



C6H10NO as an isolated structure, computed with wB97M-V/def2-TZVPD.

Structure (XYZ):
```
18
Properties=species:S:1:pos:R:3:forces:R:3
C 1.003174 -0.061768 1.606613 -0.5006 0.9036 1.4765
C 1.793379 -0.808765 0.757863 -3.6948 2.3514 0.5390
C -0.671571 0.840449 1.480489 4.3376 -2.7002 -0.6523
C -0.982674 -0.228950 -2.018649 0.1965 1.4323 4.0952
C 0.997256 -0.854537 -0.546890 -0.9173 -0.6497 -0.1157
C -0.076831 0.245262 -0.860736 -1.3505 -1.3491 0.5534
N -1.058528 0.809394 0.262875 1.8444 -0.9710 -0.2529
O -1.267479 1.330831 2.543456 0.9122 -0.7125 -1.3916
H 1.141332 0.203775 2.646636 0.8933 -0.5029 0.0797
H -1.442505 0.635889 -2.311137 -1.2912 2.1022 -1.5606
H -0.400041 -0.632574 -2.714339 2.2333 -1.5321 -3.1976
H -1.733677 -0.889028 -1.735354 -1.1386 -1.4823 0.7612
H 1.560002 -0.749105 -1.453321 0.9521 0.0013 -0.3146
H 0.539104 -1.849138 -0.670043 0.0211 0.1728 0.3137
H 2.757657 -1.365151 0.955761 -1.4115 0.9460 -0.0332
H 0.463887 1.069201 -1.242415 0.3946 1.3212 0.1438
H -1.964165 1.111293 0.005322 -1.1217 0.5403 -0.5710
H -0.658318 1.192920 3.293869 -0.3585 0.1285 0.1270
```
Positions in Å, forces in eV/Å.

Highest occupied orbital energy   -14.41 eV
Net charge   +1
HOMO-LUMO gap   10.4606 eV



An isolated ion of composition C6H10NO and charge +1, computed with wB97M-V/def2-TZVPD.

Structure (XYZ):
```
18
Properties=species:S:1:pos:R:3:forces:R:3
C -1.868471 2.079839 -1.716120 -0.1118 0.1751 -0.7980
N -1.292246 0.945694 -1.831607 0.5787 0.5812 0.8757
C -0.401331 0.463607 -0.839759 0.4272 -0.7337 -0.0438
C 0.339200 -0.615303 -1.067799 0.3134 -0.1050 -0.0535
C 1.295598 -1.150120 -0.030314 -0.7046 0.4029 -0.4678
C 0.583724 -1.660634 1.233114 0.6874 0.2967 0.3908
C 0.628270 -0.629450 2.340369 -0.0866 -0.1351 0.2928
O 0.850154 0.540096 2.172700 0.0209 0.1251 -0.2525
H -1.511415 2.801683 -0.991092 -0.3436 -0.3458 0.4555
H -2.649381 2.351268 -2.410010 0.1154 0.1156 -0.2477
H -1.370093 0.382923 -2.675084 -0.5797 -0.1305 0.1118
H -0.384341 0.936033 0.136217 -0.1677 0.4296 -0.2519
H 0.302619 -1.125240 -2.030297 -0.1086 0.0774 0.0561
H 1.942577 -1.878836 -0.499496 -0.0325 -0.3360 0.1301
H 1.918649 -0.304097 0.254553 0.1669 0.0012 0.1483
H -0.488469 -1.851564 1.159681 -0.0453 -0.2879 -0.4843
H 1.058774 -2.576335 1.584753 -0.1409 -0.0558 0.1124
H 0.380276 -1.002173 3.348181 0.0113 -0.0753 0.0259
```
Positions in Å, forces in eV/Å.

Highest occupied orbital energy   -13.34 eV
SMILES string   C=[NH+]/C=C/CCC=O
Net charge   +1
HOMO-LUMO gap   7.9885 eV